[1]
The following is a DFT calculation (ωB97M-V with the def2-TZVPD basis set) of C6H4AuCl2N2O3Tl as an isolated structure.

Summary:
- total charge = +4
- ⟨S²⟩ = 2.014
- highest occupied orbital energy (alpha / beta) (eV) = -23.5258 / -23.4881
- spin multiplicity = 3
- relative energy (zero: lowest compared OMol25 entry of this formula, charge and spin) (kcal per mole) = 39.3

```
19
C6H4AuCl2N2O3Tl, DFT ωB97M-V with the def2-TZVPD basis set
Tl -2.2701 0.7262 -4.5418
Au -0.1761 -0.4464 0.4316
Cl -0.1112 1.9149 -3.1944
Cl -2.3951 -0.3800 0.3374
C 0.5310 -1.6525 1.7624
C -2.4259 2.6947 -2.3413
C -3.7209 -0.0796 -2.4750
O 0.6350 -1.9925 2.8750
O -2.6194 3.2810 -1.3838
O -4.6202 -0.3100 -1.7984
N 2.3670 1.2321 -0.3126
C 3.6816 1.0563 -0.5894
C 3.8847 -0.3306 -0.7037
C 2.6452 -0.9393 -0.5169
N 1.7394 0.0273 -0.1860
H 1.8063 2.0869 -0.4142
H 4.3720 1.8967 -0.6219
H 4.8162 -0.8419 -0.9131
H 2.3364 -1.9779 -0.6319
```



[2]
The following is a DFT calculation (ωB97M-V with the def2-TZVPD basis set) of one molecule with the formula C8H8N2S.

Summary:
- structure (SMILES) = Cc1ccc2nc(N)sc2c1
- highest occupied orbital energy (eV) = -8.0822
- relative energy (zero: lowest compared OMol25 entry of this formula, charge and spin) (kcal per mole) = 0.0

```
19
C8H8N2S, DFT ωB97M-V with the def2-TZVPD basis set
C -2.4121 -1.4461 -2.7142
C -1.5364 -1.1054 -1.5226
C -1.4519 -2.0017 -0.4328
C -0.6795 -1.7372 0.6747
C 0.0586 -0.5362 0.7070
N 0.9021 -0.1447 1.7534
C 1.4481 0.9931 1.4762
N 2.2697 1.6719 2.3326
S 1.0024 1.7259 -0.0694
C -0.0131 0.3387 -0.3796
C -0.8045 0.0696 -1.4993
H -2.2009 -2.4514 -3.1224
H -2.2927 -0.6938 -3.5288
H -3.4554 -1.4515 -2.4393
H -2.0465 -2.8963 -0.4363
H -0.6272 -2.4210 1.5029
H 2.9583 2.2666 1.9269
H 2.6030 1.1289 3.0861
H -0.8346 0.7651 -2.3371
```



[3]
The following is a DFT calculation (ωB97M-V with the def2-TZVPD basis set) of one molecule with the formula C4H7NO2.

Summary:
- highest occupied orbital energy (alpha / beta) (eV) = -7.6858 / -7.9255
- relative energy (zero: lowest compared OMol25 entry of this formula, charge and spin) (kcal per mole) = 101.3

```
14
C4H7NO2, DFT ωB97M-V with the def2-TZVPD basis set
O -2.0176 -0.2734 0.8522
C -1.0442 0.1101 -0.1123
C -0.1801 1.2367 0.4133
O 1.0657 1.3806 -0.0857
C 1.7740 0.3401 -0.3872
N 1.2292 -0.8757 -0.0155
C -0.1472 -1.0522 -0.5650
H -1.5834 -0.2211 1.7154
H -1.6371 0.4707 -0.9651
H -0.6470 2.2073 0.5311
H 0.9993 -0.6972 0.9857
H 2.8298 0.5127 -0.5626
H -0.1047 -1.1523 -1.6544
H -0.5366 -1.9863 -0.1500
```



[4]
The following is a DFT calculation (ωB97M-V with the def2-TZVPD basis set) of C16H40ClO2P2Si2Yb as an isolated structure.

Summary:
- total charge = +2
- ⟨S²⟩ = 0.751
- highest occupied orbital energy (alpha / beta) (eV) = -13.3780 / -13.3650
- spin multiplicity = 2
- relative energy (zero: lowest compared OMol25 entry of this formula, charge and spin) (kcal per mole) = 27.5

```
64
C16H40ClO2P2Si2Yb, DFT ωB97M-V with the def2-TZVPD basis set
C 1.8503 -2.4049 -1.0919
C 0.4811 -2.1990 -0.6151
H 2.0246 -3.2814 -1.7468
H 2.5264 -2.4083 -0.2284
H 2.1283 -1.5118 -1.6487
O -0.4939 -2.7907 -0.4065
Cl 2.9296 0.8208 0.1770
Yb 0.3194 1.0916 0.3332
P 0.2512 -0.6644 2.3019
C -1.1989 -1.4490 3.0883
C 1.6591 -1.7777 2.6917
H 1.7729 -1.9217 3.7753
H 0.9498 0.5219 4.3880
H 2.5721 -1.3329 2.2497
H 1.3946 1.4196 2.9022
H -1.4670 -2.3308 2.4788
H 1.4932 -2.7454 2.1854
C 0.5978 0.8220 3.3906
H -0.9995 -1.7492 4.1322
H -0.2704 1.4997 3.5046
H -2.0729 -0.7746 3.0655
P -0.1249 0.8169 -2.2874
C -1.8020 0.7076 -3.0342
C 0.2067 2.6558 -2.3554
H 2.0659 0.3156 -3.1997
H 0.8843 0.6675 -4.5354
H 0.8655 -0.9194 -3.6516
C 1.0278 0.1711 -3.5653
H 1.0350 2.8695 -1.6484
H 0.5115 3.0038 -3.3501
H -1.8206 1.0993 -4.0661
H -2.5473 1.2419 -2.4125
H -0.6542 3.2669 -2.0259
H -2.0773 -0.3670 -3.0240
C -2.2650 -0.6100 -0.0049
O -3.3900 -0.8636 -0.0227
C -0.3573 5.0548 0.1035
Si -1.9948 4.1156 0.1599
C -3.1105 5.4018 0.9666
C -3.0044 3.9310 -1.4292
C -1.8565 2.4031 0.9643
Si -2.6487 2.4846 2.6838
C -4.4561 2.5662 2.1634
C -2.8859 1.2363 4.0945
C -1.7365 3.8486 3.6318
H -0.5691 6.0362 -0.3502
H 0.4483 4.5802 -0.4799
H 0.0212 5.2329 1.1192
H -2.9929 6.2788 0.3092
H -4.1633 5.1002 0.9515
H -2.8377 5.6891 1.9855
H -3.9828 3.4897 -1.1865
H -2.5621 3.3606 -2.2473
H -3.1847 4.9616 -1.7800
H -2.3780 1.6374 0.3104
H -4.7682 1.5440 1.9194
H -5.0076 2.9291 3.0397
H -4.6581 3.2106 1.2960
H -3.5270 0.3971 3.8036
H -2.0013 0.8567 4.6001
H -3.4579 1.8296 4.8355
H -0.8354 3.4583 4.1254
H -1.4437 4.7189 3.0239
H -2.4422 4.1793 4.4102
```



[5]
The following is a DFT calculation (ωB97M-V with the def2-TZVPD basis set) of C4H10N2O2 as an isolated structure.

Summary:
- highest occupied orbital energy (eV) = -9.0888
- relative energy (zero: lowest compared OMol25 entry of this formula, charge and spin) (kcal per mole) = 86.8

```
18
C4H10N2O2, DFT ωB97M-V with the def2-TZVPD basis set
C -1.5218 0.6361 -1.1545
C 0.4548 -0.5008 1.9296
C 0.9724 1.3395 0.2597
C -0.7685 -0.2789 -0.1612
N 0.3346 -1.2315 -1.3718
N 0.0708 0.3527 0.7468
O -1.3433 0.2363 -2.4041
O -2.1914 1.5318 -0.7727
H 0.2490 -1.5967 1.8681
H 1.4274 -0.3743 2.1396
H -0.0197 -0.1940 2.8246
H 1.1467 2.0204 1.1417
H 1.9419 1.1288 -0.2747
H 0.3393 1.9652 -0.2413
H -1.6080 -0.9103 0.3090
H 1.1996 -1.5059 -0.9265
H -0.1333 -2.0944 -1.5629
H -0.5505 -0.5243 -2.3493
```



[6]
The following is a DFT calculation (ωB97M-V with the def2-TZVPD basis set) of C11H6Cl5N4O4RuS as an isolated structure.

Summary:
- total charge = +1
- highest occupied orbital energy (eV) = -11.1005
- relative energy (zero: lowest compared OMol25 entry of this formula, charge and spin) (kcal per mole) = 5.0

```
32
C11H6Cl5N4O4RuS, DFT ωB97M-V with the def2-TZVPD basis set
Ru -1.0666 -0.7979 -0.2636
O -2.6111 -2.7891 3.2483
C -2.2456 -1.9515 2.5567
O -1.8707 -1.1092 1.8419
C -1.2076 -4.1554 0.1164
O -1.4737 -5.1407 0.6396
O -0.9452 -3.1428 -0.3985
C 4.0613 -0.8433 0.7728
C 3.2820 -0.7220 -0.4786
N 3.7541 -0.5752 -1.6700
N 2.6597 -0.4957 -2.4841
C 1.5041 -0.5908 -1.8250
S -0.0880 -0.5209 -2.3660
N 1.8959 -0.7442 -0.5348
N 0.9689 -0.8729 0.5052
H 5.1171 -0.7621 0.5296
H 3.8890 -1.8070 1.2547
H 3.7998 -0.0499 1.4745
H 2.7787 -0.3725 -3.4766
H 1.0429 -0.0532 1.1122
H 1.1602 -1.7293 1.0189
Cl 0.9106 2.2495 0.6660
C -0.7760 2.3225 0.2245
C -1.4429 1.1583 -0.1144
C -2.7690 1.3124 -0.4612
Cl -3.4786 -0.2489 -0.8945
C -3.4635 2.5029 -0.5131
Cl -5.1047 2.5437 -0.9924
C -2.7597 3.6579 -0.1593
Cl -3.5519 5.1753 -0.1885
C -1.4135 3.5663 0.2122
Cl -0.5560 4.9858 0.6470
```



Q: Look up the relative energy (zero: lowest compared OMol25 entry of this formula, charge and spin) of the first one.
A: 39.3 kcal per mole